The following is a DFT calculation (ωB97M-V/def2-TZVPD) of a cluster of 2 separate species, C30H32Cl2F2O2Si in total in a non-equilibrium geometry.

The orbital gap is 9.310 eV. Its largest force on an atom is 3.716 eV Å⁻¹. Its SMILES is C/C(Cl)=C(/Cl)[C@@H]1C(=O)OC[C@]1(c1ccccc1)C(F)(F)CC[Si](C)(C)c1ccccc1.c1ccccc1. Its electronic energy is -2722.3372 Eh. For the HOMO energy, the calculation gives -9.04 eV.

Last column: natural (NBO) charge in e.
Geometry (Å):
C1 3.31610 0.77397 1.33497  -0.6771
C2 4.67345 0.65984 0.61790  0.0147
Cl1 5.78747 2.07087 0.76232  0.0022
C3 5.00416 -0.46083 -0.06087  -0.0171
Cl2 6.68822 -0.41363 -0.77619  -0.0303
C4 4.29128 -1.80219 -0.30348  -0.3878
C5 4.32618 -2.26860 -1.85190  0.8371
O1 4.74853 -1.72182 -2.80467  -0.5018
O2 3.62811 -3.49142 -1.76839  -0.5307
C6 3.12679 -3.75870 -0.42629  -0.0675
C7 2.90424 -2.29729 0.23589  -0.1338
C8 2.90733 -2.70673 1.76892  -0.0171
C9 3.99156 -3.45881 2.41137  -0.2325
C10 3.96105 -3.83309 3.82603  -0.1950
C11 2.84861 -3.45004 4.69755  -0.2094
C12 1.77412 -2.67216 4.09349  -0.2119
C13 1.81615 -2.31328 2.68893  -0.2247
C14 1.52662 -1.84755 -0.32621  0.7166
F1 1.49294 -1.67121 -1.72703  -0.3512
F2 1.04597 -0.61491 0.15468  -0.3607
C15 0.31908 -2.86490 -0.05772  -0.4559
C16 -0.99362 -2.24390 0.51530  -0.8707
Si1 -2.21912 -1.53830 -0.80677  1.6395
C17 -1.51948 -1.53184 -2.57190  -1.1274
C18 -3.75780 -2.70168 -0.85497  -1.1020
C19 -2.89926 0.15268 -0.23252  -0.5034
C20 -2.72593 0.66763 1.14219  -0.2008
C21 -3.27317 1.96826 1.56386  -0.2203
C22 -4.03702 2.76301 0.61114  -0.2160
C23 -4.23126 2.26455 -0.75045  -0.2459
C24 -3.66127 0.98527 -1.16874  -0.1349
H1 3.41207 1.59909 2.10292  0.2386
H2 2.95128 -0.11337 1.89354  0.2415
H3 2.56990 1.18791 0.59751  0.2465
H4 5.02773 -2.53260 0.16507  0.2588
H5 4.01488 -4.33635 -0.02857  0.1990
H6 2.32767 -4.52567 -0.31717  0.2327
H7 4.86206 -3.77458 1.78127  0.2164
H8 4.77031 -4.43760 4.30339  0.2286
H9 2.78343 -3.69431 5.77815  0.2304
H10 0.88752 -2.31104 4.67457  0.2267
H11 0.98510 -1.70705 2.27051  0.2284
H12 0.66085 -3.67046 0.65516  0.2197
H13 0.07405 -3.40910 -1.01415  0.2377
H14 -0.89825 -1.48576 1.32789  0.2391
H15 -1.57402 -3.09852 0.98296  0.2420
H16 -0.90957 -2.45115 -2.79400  0.2457
H17 -0.90535 -0.61464 -2.78341  0.2555
H18 -2.39327 -1.56873 -3.28372  0.2403
H19 -3.39681 -3.75987 -1.02139  0.2294
H20 -4.22646 -2.66999 0.17072  0.2364
H21 -4.47434 -2.36782 -1.64353  0.2396
H22 -2.17910 0.09201 1.92650  0.2063
H23 -3.10874 2.30846 2.61212  0.2192
H24 -4.45627 3.73090 0.97893  0.2258
H25 -4.81616 2.90101 -1.45617  0.2256
H26 -3.84413 0.65867 -2.22473  0.2060
C25 -3.87100 7.63840 -2.50150  -0.2149
C26 -3.98336 6.51465 -3.31110  -0.2126
C27 -3.36674 5.32575 -2.94015  -0.2186
C28 -2.63380 5.26148 -1.76114  -0.2160
C29 -2.51396 6.38766 -0.95619  -0.2050
C30 -3.13359 7.57572 -1.32513  -0.2162
H27 -4.35734 8.56369 -2.78761  0.2124
H28 -4.55289 6.56525 -4.23209  0.2122
H29 -3.45725 4.44815 -3.57028  0.2124
H30 -2.15523 4.33381 -1.47040  0.2226
H31 -1.93742 6.33928 -0.03936  0.2117
H32 -3.04187 8.45350 -0.69594  0.2121